Record 1
{
  "formula": "C3H3AgO",
  "method": "ωB97M-V/def2-TZVPD",
  "relative_energy_kj_mol": 0.0,
  "multiplicity": 2,
  "total_energy_ha": -337.84337,
  "charge": 1,
  "homo_energy_ev": [-13.374, -13.192],
  "gap_ev": [6.9688, 6.8202],
  "e_lumo_ev": [-6.41, -6.37],
  "species": ["H", "O", "C", "C", "C", "H", "H", "Ag"],
  "positions_angstrom": [[-1.847066, 0.247856, -0.798026], [0.978328, 0.799482, -0.144954], [-1.194874, 0.249880, 0.079269], [-0.396390, -0.856281, 0.353135], [0.959612, -0.315639, 0.404281], [-1.418031, 0.966150, 0.874732], [-0.574516, -1.864940, -0.017898], [3.492934, 0.773494, -0.750537]],
  "forces_ev_per_angstrom": [[-0.58, -0.30, 0.63], [3.00, -0.79, 0.98], [-1.81, -2.15, 0.52], [-0.02, 0.67, -0.81], [-1.20, 1.55, -0.71], [1.13, 0.72, -0.77], [0.20, 0.31, -0.12], [-0.72, -0.01, 0.27]]
}



Record 2
{
  "formula": "C10H5NOS",
  "method": "ωB97M-V/def2-TZVPD",
  "smiles": "N#Cc1cc(=S)c2ccccc2o1",
  "multiplicity": 1,
  "total_energy_ha": -912.20686,
  "homo_energy_ev": -8.837,
  "gap_ev": 7.2240,
  "e_lumo_ev": -1.61,
  "species": ["N", "C", "C", "C", "C", "S", "C", "C", "C", "C", "C", "C", "O", "H", "H", "H", "H", "H"],
  "positions_angstrom": [[-3.936049, -1.431999, 2.386287], [-2.959176, -1.272959, 1.769239], [-1.777798, -1.022127, 1.007512], [-1.314198, -1.953848, 0.054278], [-0.273328, -1.527585, -0.842351], [0.258320, -2.593941, -2.035007], [0.386445, -0.224703, -0.606508], [1.486151, 0.219770, -1.342020], [2.165415, 1.393130, -0.981520], [1.630017, 2.158629, 0.081013], [0.474191, 1.748019, 0.792351], [-0.119721, 0.541187, 0.438983], [-1.180719, 0.194896, 1.206002], [-1.779247, -2.921237, -0.115761], [1.795964, -0.438123, -2.172075], [3.050630, 1.664212, -1.565495], [2.091601, 3.118273, 0.311770], [0.001504, 2.348408, 1.613304]],
  "forces_ev_per_angstrom": [[1.78, 0.18, -1.17], [-1.64, 0.13, 1.48], [1.50, -1.56, -2.37], [-0.93, 2.63, 1.62], [1.48, -1.25, -1.28], [-0.61, 0.88, 0.89], [-1.08, -0.83, 0.22], [0.66, 0.18, -0.01], [-1.11, -0.84, -0.04], [-0.60, -0.14, 0.08], [0.76, 0.91, -0.17], [0.92, 0.78, 0.04], [-1.32, -1.29, 0.22], [-0.02, 0.32, 0.28], [-0.01, 0.55, 0.53], [-0.39, 0.21, 0.47], [-0.11, -0.27, 0.14], [0.73, -0.58, -0.94]]
}



Record 3
{
  "formula": "C23H17N5O2RhS",
  "method": "ωB97M-V/def2-TZVPD",
  "multiplicity": 1,
  "total_energy_ha": -1819.41213,
  "charge": 1,
  "homo_energy_ev": [-9.689, -9.689],
  "gap_ev": [4.4156, 4.4167],
  "e_lumo_ev": [-5.27, -5.27],
  "species": ["Rh", "O", "C", "N", "C", "C", "C", "C", "C", "C", "N", "C", "O", "C", "C", "C", "C", "C", "N", "C", "C", "C", "C", "C", "N", "H", "H", "H", "H", "H", "H", "H", "H", "H", "H", "H", "H", "S", "C", "N", "C", "C", "C", "C", "H", "H", "H", "H", "H"],
  "positions_angstrom": [[0.387656, -0.205839, 0.200427], [-0.553446, -0.841914, 4.350999], [-0.250999, -0.440050, 3.243717], [0.174302, -1.199036, 2.199784], [0.545150, -2.485318, 2.306387], [0.786754, -3.177214, 3.508349], [1.262655, -4.461345, 3.485775], [1.477264, -5.127384, 2.265756], [1.200517, -4.509964, 1.074352], [0.753086, -3.173361, 1.048469], [0.547119, -2.434898, -0.052884], [0.441081, -2.953264, -1.304921], [0.238213, -4.121287, -1.578072], [0.636124, -1.927317, -2.379581], [0.582018, -2.350924, -3.703637], [0.862693, -1.444777, -4.710280], [1.206198, -0.149125, -4.348250], [1.217135, 0.192493, -3.004764], [0.929633, -0.669665, -2.033089], [-0.317026, 1.019330, 2.907532], [-1.015558, 1.872782, 3.752625], [-1.022531, 3.228545, 3.479409], [-0.246128, 3.686854, 2.424110], [0.436666, 2.767371, 1.645312], [0.354166, 1.451191, 1.832105], [0.584110, -2.676861, 4.441963], [1.471108, -4.976254, 4.410798], [1.847288, -6.142507, 2.271226], [1.334498, -5.031529, 0.139210], [0.339197, -3.385653, -3.897313], [0.831485, -1.749305, -5.745569], [1.462290, 0.593138, -5.088905], [1.494551, 1.195886, -2.711006], [-1.527162, 1.442580, 4.600929], [-1.607525, 3.907484, 4.079547], [-0.156686, 4.740816, 2.217225], [1.078361, 3.114518, 0.847875], [-1.938959, 0.306607, -0.622201], [-1.650172, 1.813143, -1.315754], [-2.682376, 2.511376, -1.862462], [-2.550057, 3.746558, -2.387977], [-1.328125, 4.352097, -2.424621], [-0.209781, 3.663379, -1.906792], [-0.375290, 2.425819, -1.355851], [-3.589368, 2.059416, -1.847531], [-3.451073, 4.215208, -2.757196], [-1.218476, 5.338222, -2.838837], [0.762867, 4.134090, -1.942062], [0.446554, 1.855885, -0.914328]],
  "forces_ev_per_angstrom": [[-1.26, -5.68, 2.56], [0.02, 0.42, -0.31], [-0.29, -0.10, 0.49], [0.71, 2.41, -2.43], [0.34, -1.84, -0.98], [-0.26, 0.12, 0.29], [0.00, -0.07, -0.27], [-0.14, 0.15, 0.11], [-0.09, -0.12, -0.32], [-0.19, -0.25, 2.14], [0.35, 3.42, -0.51], [-0.15, -0.54, -0.28], [0.10, 0.47, -0.12], [-0.08, -0.26, -0.50], [0.07, 0.16, 0.30], [0.04, 0.16, 0.18], [-0.06, -0.14, 0.01], [0.23, 0.08, -0.29], [-0.19, 0.81, 0.47], [-0.27, 0.31, 0.31], [0.22, -0.21, -0.14], [0.10, -0.09, -0.22], [0.03, -0.10, 0.22], [-0.01, 0.31, 0.05], [-0.14, 0.10, -0.84], [0.12, -0.08, -0.02], [0.01, 0.02, 0.11], [0.04, -0.02, -0.04], [0.04, -0.01, 0.08], [0.01, -0.01, 0.02], [0.01, 0.03, -0.08], [0.01, 0.04, -0.03], [-0.03, -0.06, 0.02], [-0.02, -0.02, 0.01], [0.02, 0.10, 0.09], [0.02, 0.10, -0.08], [-0.05, -0.08, -0.09], [0.84, -0.50, 0.54], [0.18, 0.33, -0.09], [0.26, -0.36, 0.23], [0.21, 0.48, -0.17], [-0.02, -0.14, 0.04], [-0.44, 0.06, -0.06], [0.04, -0.04, 0.00], [-0.01, 0.10, 0.00], [0.00, -0.07, -0.02], [-0.09, 0.12, -0.09], [0.07, -0.02, 0.03], [-0.28, 0.48, -0.33]]
}



Record 4
{
  "formula": "C51H47N6OP2RhSi",
  "method": "ωB97M-V/def2-TZVPD",
  "relative_energy_kj_mol": 0.0,
  "multiplicity": 1,
  "total_energy_ha": -3457.73530,
  "charge": 2,
  "homo_energy_ev": -12.928,
  "gap_ev": 6.1574,
  "e_lumo_ev": -6.77,
  "species": ["Rh", "C", "N", "C", "P", "C", "C", "C", "C", "C", "C", "C", "C", "C", "C", "C", "C", "C", "C", "C", "C", "C", "C", "P", "C", "C", "C", "C", "C", "C", "C", "C", "C", "C", "C", "C", "H", "H", "H", "H", "H", "H", "H", "H", "H", "H", "H", "H", "H", "H", "H", "H", "H", "H", "H", "H", "H", "H", "H", "H", "H", "H", "H", "H", "H", "N", "N", "N", "C", "N", "N", "H", "H", "H", "O", "Si", "C", "C", "C", "C", "C", "C", "C", "C", "C", "C", "C", "C", "C", "C", "C", "C", "C", "C", "H", "H", "H", "H", "H", "H", "H", "H", "H", "H", "H", "H", "H", "H", "H"],
  "positions_angstrom": [[0.212315, 0.337539, -0.433246], [-0.910894, -2.708947, 0.743220], [-0.243799, -2.525023, 1.997849], [-0.511021, -1.234648, 2.563001], [0.389701, 0.197349, 1.852664], [2.159901, 0.048933, 2.201743], [2.911781, 1.229030, 2.244038], [4.284103, 1.174092, 2.415008], [4.917198, -0.055514, 2.558717], [4.179092, -1.227192, 2.516649], [2.805156, -1.179810, 2.322843], [-0.223140, 1.489201, 2.974454], [-1.298232, 2.338915, 2.726395], [-1.741971, 3.194778, 3.722757], [-1.135605, 3.196339, 4.969650], [-0.080225, 2.334552, 5.230315], [0.378549, 1.483803, 4.240979], [-0.133635, -3.631745, 2.904444], [0.719066, -3.525065, 4.003509], [0.861740, -4.587643, 4.880993], [0.172540, -5.773450, 4.672007], [-0.676780, -5.878585, 3.585169], [-0.842015, -4.813592, 2.706944], [-0.126908, -1.904051, -0.705738], [1.259596, -2.936816, -1.181931], [1.825084, -2.788229, -2.450535], [2.925729, -3.541812, -2.816247], [3.480758, -4.438445, -1.906308], [2.926770, -4.582569, -0.642507], [1.814900, -3.836573, -0.277415], [-1.446039, -2.104526, -1.918685], [-2.618005, -1.364797, -1.742072], [-3.691810, -1.559488, -2.590820], [-3.601943, -2.482687, -3.626457], [-2.443194, -3.223679, -3.801515], [-1.363901, -3.042650, -2.947886], [-1.952570, -2.361139, 0.758347], [-0.926057, -3.759390, 0.450713], [-0.282932, -1.219998, 3.629612], [-1.574567, -0.956379, 2.470820], [2.419016, 2.190924, 2.158585], [4.861188, 2.088211, 2.452845], [5.988330, -0.094466, 2.705427], [4.671697, -2.183828, 2.631356], [2.240256, -2.098819, 2.255690], [-1.784600, 2.323686, 1.762744], [-2.568692, 3.862820, 3.522232], [-1.487040, 3.865271, 5.743815], [0.389705, 2.326888, 6.204543], [1.211201, 0.825130, 4.452581], [1.282879, -2.619404, 4.181221], [1.523555, -4.486359, 5.730734], [0.289920, -6.601730, 5.356513], [-1.238898, -6.787735, 3.419324], [-1.555326, -4.920114, 1.902111], [1.402824, -2.079532, -3.153909], [3.343357, -3.443191, -3.809424], [4.335409, -5.038305, -2.191521], [3.349645, -5.289486, 0.058569], [1.396983, -3.969873, 0.712728], [-2.695902, -0.623394, -0.952019], [-4.593629, -0.981153, -2.448946], [-4.441003, -2.628505, -4.293809], [-2.379610, -3.954879, -4.595764], [-0.477603, -3.649395, -3.075479], [5.428386, -0.921640, -0.896718], [4.241044, -0.234480, -1.012833], [4.193787, 1.027684, -1.380550], [2.906404, 1.282980, -1.252374], [2.234221, 0.204566, -0.829951], [3.119926, -0.765764, -0.676721], [6.088563, -0.504857, -1.543824], [5.247485, -1.898013, -1.106515], [2.456642, 2.237392, -1.469644], [-1.445425, 1.259664, -0.106159], [-1.763537, 2.447322, -1.240964], [-0.429065, 2.168767, -2.543628], [0.415340, 3.182782, -3.014519], [1.394874, 2.913179, -3.955672], [1.568031, 1.619875, -4.451970], [0.750029, 0.599422, -4.004458], [-0.233045, 0.869840, -3.050320], [-3.454907, 2.299746, -1.969130], [-3.695626, 1.811236, -3.253015], [-4.985722, 1.701488, -3.749400], [-6.065234, 2.071812, -2.959940], [-5.851211, 2.562327, -1.676948], [-4.558933, 2.680137, -1.192439], [-1.437583, 4.112962, -0.467012], [-0.407313, 4.307773, 0.454326], [-0.095320, 5.568345, 0.938378], [-0.812995, 6.671754, 0.494507], [-1.830743, 6.508195, -0.433397], [-2.139478, 5.242157, -0.909409], [0.283401, 4.196318, -2.653903], [2.024395, 3.714829, -4.320465], [2.320538, 1.425512, -5.204471], [0.832237, -0.389419, -4.439047], [-0.960224, 0.093050, -2.817769], [-2.861963, 1.534332, -3.890380], [-5.151959, 1.339754, -4.756744], [-7.072246, 1.991246, -3.347307], [-6.692309, 2.862060, -1.066201], [-4.406480, 3.082274, -0.196828], [0.162713, 3.454795, 0.805888], [0.701620, 5.696599, 1.659769], [-0.575412, 7.658294, 0.869923], [-2.385260, 7.369079, -0.782908], [-2.940077, 5.131797, -1.630911]],
  "forces_ev_per_angstrom": [[0.21, 0.16, 0.03], [-0.05, -0.13, 0.01], [0.32, -0.12, -0.11], [-0.15, 0.22, 0.17], [0.28, -0.31, -0.06], [0.00, 0.10, 0.02], [-0.09, -0.07, -0.05], [0.00, -0.01, 0.01], [0.04, 0.03, 0.00], [-0.03, -0.02, -0.01], [-0.14, -0.01, 0.01], [0.10, 0.04, -0.10], [-0.07, -0.16, -0.11], [-0.01, 0.01, 0.07], [-0.06, 0.04, -0.04], [0.04, -0.04, 0.03], [0.05, 0.04, -0.06], [-0.13, 0.01, -0.08], [-0.02, -0.07, -0.03], [0.00, 0.02, 0.00], [0.01, -0.02, 0.03], [-0.02, 0.03, -0.04], [0.03, -0.01, 0.09], [-0.29, 0.29, 0.13], [0.05, 0.14, -0.04], [-0.03, 0.08, -0.02], [-0.01, -0.03, 0.06], [-0.01, 0.02, -0.01], [0.01, -0.02, -0.02], [0.02, -0.03, 0.07], [0.08, -0.03, -0.07], [-0.10, 0.02, 0.11], [-0.01, -0.03, -0.05], [-0.02, 0.01, 0.02], [0.01, 0.01, 0.01], [0.03, -0.06, 0.00], [-0.04, -0.01, -0.03], [-0.01, 0.01, 0.01], [0.03, 0.01, -0.04], [0.01, 0.01, 0.04], [0.00, 0.03, 0.01], [-0.01, 0.01, 0.00], [0.00, -0.01, 0.00], [-0.01, 0.00, 0.00], [0.00, -0.03, -0.01], [0.04, 0.00, 0.10], [0.00, 0.00, -0.02], [-0.01, 0.01, -0.01], [0.01, -0.01, -0.01], [0.01, 0.01, 0.03], [0.00, 0.04, 0.00], [0.00, 0.00, 0.00], [0.00, 0.00, 0.00], [0.00, -0.01, 0.01], [0.00, 0.01, -0.02], [0.02, -0.02, 0.03], [0.01, 0.00, 0.00], [0.00, 0.00, 0.00], [0.00, 0.00, 0.00], [0.00, 0.03, -0.01], [0.04, -0.01, -0.03], [-0.03, 0.02, 0.00], [0.00, 0.00, 0.00], [0.01, 0.00, -0.01], [-0.03, 0.02, -0.01], [-0.08, 0.02, 0.03], [0.06, 0.03, 0.00], [0.07, -0.07, 0.03], [-0.10, 0.24, -0.08], [0.26, -0.25, -0.06], [-0.13, -0.01, 0.12], [0.04, -0.03, -0.02], [0.05, -0.01, -0.03], [-0.02, 0.01, -0.02], [-0.43, -0.11, -0.11], [0.09, 0.19, 0.18], [0.24, -0.32, 0.08], [-0.03, 0.03, 0.07], [0.05, -0.04, -0.06], [0.00, 0.05, 0.05], [0.04, 0.03, -0.04], [-0.21, -0.06, 0.02], [-0.21, 0.04, 0.19], [0.19, 0.05, -0.13], [-0.10, 0.01, -0.04], [0.04, 0.00, 0.01], [-0.02, -0.02, -0.05], [0.04, -0.05, 0.02], [-0.20, 0.12, -0.20], [0.07, -0.02, -0.11], [-0.01, 0.02, -0.02], [0.02, -0.01, 0.01], [0.00, 0.05, 0.02], [0.00, -0.14, 0.05], [0.02, 0.00, 0.03], [-0.01, 0.00, -0.01], [0.01, 0.01, -0.01], [0.00, 0.00, 0.03], [0.12, 0.10, -0.05], [-0.02, -0.02, 0.00], [0.02, 0.00, 0.02], [-0.01, 0.00, 0.00], [0.01, 0.01, 0.01], [0.00, 0.01, 0.03], [0.08, -0.03, 0.04], [0.00, -0.02, 0.00], [0.00, 0.00, 0.00], [-0.01, -0.01, -0.01], [-0.03, -0.01, -0.02]]
}



Record 5
{
  "formula": "C4H6N2OS",
  "method": "ωB97M-V/def2-TZVPD",
  "relative_energy_kj_mol": 423.3,
  "smiles": "N/C=N/C=C\\C(=O)S",
  "multiplicity": 1,
  "total_energy_ha": -738.84347,
  "homo_energy_ev": -8.764,
  "gap_ev": 8.4781,
  "e_lumo_ev": -0.29,
  "species": ["N", "C", "N", "C", "C", "C", "O", "S", "H", "H", "H", "H", "H", "H"],
  "positions_angstrom": [[2.814260, -0.835262, 0.283700], [1.861037, 0.098802, -0.118811], [0.561528, -0.207027, 0.119414], [-0.154492, 0.959635, -0.143362], [-1.499595, 1.055067, 0.138464], [-2.465498, -0.001036, 0.150268], [-3.733349, 0.010909, 0.157762], [-1.629840, -1.549198, -0.128932], [2.438165, -1.801814, 0.758864], [3.761450, -0.937912, -0.481072], [2.254210, 1.253338, -0.466270], [0.360346, 1.966845, -0.290168], [-1.732661, 2.130580, 0.065400], [-2.835567, -2.142924, -0.045260]],
  "forces_ev_per_angstrom": [[2.18, -1.69, -2.24], [-0.95, -0.56, 1.16], [4.47, 3.19, -2.00], [-1.90, 0.40, 2.22], [1.69, 2.88, -1.29], [-3.25, -1.27, -0.53], [4.02, 0.79, 0.39], [-1.15, -1.18, 0.34], [1.10, 3.31, -2.09], [-3.91, 0.29, 3.38], [-0.96, -3.61, 0.74], [-0.42, -1.55, -0.03], [-1.03, -0.80, 0.15], [0.12, -0.20, -0.21]]
}



Record 6
{
  "formula": "CH2N2O2",
  "method": "ωB97M-V/def2-TZVPD",
  "relative_energy_kj_mol": 462.2,
  "smiles": "O=CNN=O",
  "multiplicity": 1,
  "total_energy_ha": -299.16079,
  "homo_energy_ev": -9.587,
  "gap_ev": 9.5741,
  "e_lumo_ev": -0.01,
  "species": ["O", "C", "N", "N", "O", "H", "H"],
  "positions_angstrom": [[1.362972, 1.671919, -0.090908], [0.489611, 1.133696, 0.436235], [-0.296445, -0.373479, -0.019149], [0.370220, -1.192554, -0.723743], [-0.358479, -2.159566, -0.972834], [-0.208940, 1.489466, 1.327970], [-1.358939, -0.569481, 0.042430]],
  "forces_ev_per_angstrom": [[0.70, -0.41, -0.44], [-4.65, -1.94, 1.43], [0.24, 5.10, 1.84], [-1.01, -2.23, -0.56], [1.12, -0.36, -0.87], [1.60, -0.58, -1.58], [2.01, 0.42, 0.18]]
}



What is the formula in the second record?
C10H5NOS



Copy entry 1 word for word.
{
  "formula": "C3H3AgO",
  "method": "ωB97M-V/def2-TZVPD",
  "relative_energy_kj_mol": 0.0,
  "multiplicity": 2,
  "total_energy_ha": -337.84337,
  "charge": 1,
  "homo_energy_ev": [-13.374, -13.192],
  "gap_ev": [6.9688, 6.8202],
  "e_lumo_ev": [-6.41, -6.37],
  "species": ["H", "O", "C", "C", "C", "H", "H", "Ag"],
  "positions_angstrom": [[-1.847066, 0.247856, -0.798026], [0.978328, 0.799482, -0.144954], [-1.194874, 0.249880, 0.079269], [-0.396390, -0.856281, 0.353135], [0.959612, -0.315639, 0.404281], [-1.418031, 0.966150, 0.874732], [-0.574516, -1.864940, -0.017898], [3.492934, 0.773494, -0.750537]],
  "forces_ev_per_angstrom": [[-0.58, -0.30, 0.63], [3.00, -0.79, 0.98], [-1.81, -2.15, 0.52], [-0.02, 0.67, -0.81], [-1.20, 1.55, -0.71], [1.13, 0.72, -0.77], [0.20, 0.31, -0.12], [-0.72, -0.01, 0.27]]
}